Entry 1:
The following is a DFT calculation (wB97M-V/def2-TZVPD) of a structure of composition C24H48AlK4O22P.

The geometry in XYZ format:
```
100
Properties=species:S:1:pos:R:3:forces:R:3
Al 4.34235 -1.84275 -0.00334 -0.24 0.85 0.51
K 1.58945 -5.21633 -0.70619 0.14 -0.25 -1.01
K 0.12589 1.27249 1.84039 -0.41 1.11 0.80
K -1.18693 -3.01136 -0.76514 -1.05 0.21 -0.88
K 1.37953 -3.98556 2.57221 0.09 0.30 0.67
P 1.15600 -1.26397 0.60755 -1.35 -2.19 -0.34
O 1.43668 -2.63751 -0.07077 -0.53 -1.35 0.10
O -0.39360 -1.04169 0.78077 3.16 -0.22 -0.09
O 1.85756 -0.28504 -0.32434 0.37 1.33 0.17
O 2.03345 -1.37677 1.87024 -0.65 0.87 0.12
C -1.22107 -5.00136 -6.54749 0.82 -0.94 1.17
C 0.29267 -5.19480 -6.11694 -2.31 -0.62 -0.60
O 0.79817 -3.94616 -5.60118 1.29 -0.06 -0.57
C 0.64218 -3.49813 -4.39456 -2.15 -0.46 -0.89
O 0.00893 -4.07752 -3.50528 1.30 0.49 0.70
O 1.05449 -2.22259 -4.38636 0.48 0.03 0.75
C 1.06261 -1.59559 -3.10967 0.19 -0.17 0.34
H -1.39859 -4.13941 -7.19063 0.30 -0.34 -0.22
H -1.91024 -4.94288 -5.70505 0.38 0.49 0.48
H -1.57215 -5.95451 -6.94292 0.27 0.17 -0.83
H 0.85583 -5.54884 -6.98043 0.36 1.18 -0.19
H 0.44846 -6.06044 -5.47313 -0.36 0.47 0.85
H 1.81051 -2.04230 -2.45454 -0.12 -0.42 0.03
H 0.07336 -1.67069 -2.65817 0.05 0.17 -0.01
H 1.38066 -0.55388 -3.15185 -0.34 0.02 -0.74
C 5.69711 0.17648 4.99288 -0.52 -0.63 0.95
C 4.20146 -0.12884 4.75120 1.31 0.60 0.07
O 3.62534 0.92268 3.93534 -0.74 0.87 -2.69
C 3.90822 1.01724 2.59430 0.39 0.65 1.78
O 4.55010 0.18391 1.98420 -0.59 0.00 -0.62
O 3.45884 2.22313 2.07091 0.51 -2.42 1.78
C 3.67934 2.44719 0.69442 0.14 0.32 -0.77
H 5.96030 -0.47817 5.82371 0.35 -0.30 -0.11
H 5.84503 1.15897 5.44111 -0.31 0.20 -0.36
H 6.41315 0.02958 4.18431 -0.43 -0.08 -0.15
H 3.66891 -0.08346 5.70116 -0.03 0.49 -0.08
H 3.97459 -1.13158 4.38906 0.28 0.06 -0.69
H 4.70260 2.42376 0.31963 0.41 0.04 0.78
H 3.28980 3.45208 0.53144 -0.15 -0.24 -0.25
H 3.19619 1.67604 0.09443 -0.63 -0.06 -0.05
C -0.80496 3.18199 -6.08849 0.01 -0.42 -1.27
C 0.53247 3.86576 -6.04134 -0.90 1.36 0.54
O 1.40631 2.84568 -5.58360 2.12 0.33 2.50
C 2.06265 3.02407 -4.39329 -0.15 1.07 1.67
O 2.10558 4.00370 -3.61547 -0.30 -2.82 -2.79
O 2.65681 1.82633 -4.08465 -1.60 0.79 -1.61
C 3.43155 1.62553 -2.94526 0.83 0.45 -0.03
H -0.60333 2.26803 -6.64716 -0.54 -0.46 0.29
H -1.50113 3.73153 -6.72209 -0.10 0.25 0.30
H -1.17987 3.00234 -5.08088 -0.06 -0.10 -0.17
H 0.45750 4.72767 -5.37833 0.66 -0.09 0.25
H 0.87581 4.24158 -7.00516 0.09 -0.34 -0.19
H 4.31303 2.26189 -3.02369 0.30 -0.02 0.12
H 3.72924 0.58176 -3.04552 0.06 0.08 0.37
H 2.95835 1.87986 -1.99684 -0.46 -0.08 -0.09
C -2.82168 1.60836 -1.78961 1.24 -0.84 0.34
C -1.68531 0.65871 -2.30282 -1.27 1.10 0.57
O -2.14542 0.16046 -3.59625 1.47 0.60 1.08
C -2.73903 -1.00381 -3.64580 -1.95 -2.85 0.43
O -2.90652 -1.84509 -2.72608 1.32 1.74 -1.00
O -3.23519 -1.16188 -4.85888 0.04 -0.61 -0.46
C -3.74313 -2.47172 -5.35931 0.44 0.18 0.62
H -3.66671 0.99282 -1.48113 -0.29 0.29 -0.47
H -3.01893 2.38002 -2.53374 -0.38 -0.38 -0.10
H -2.52001 2.15576 -0.89661 0.28 -0.07 0.14
H -1.40873 -0.12368 -1.59608 -0.66 -0.43 -0.12
H -0.74939 1.21460 -2.35891 -0.04 0.11 -1.10
H -4.83224 -2.51549 -5.35396 0.15 0.44 0.13
H -3.35769 -3.29162 -4.75326 0.02 0.25 0.16
H -3.37056 -2.59667 -6.37602 -0.04 0.41 0.15
C -3.10013 -2.68635 2.60073 -0.53 1.64 0.12
C -2.76184 -1.20417 2.87018 1.18 -0.08 -0.69
O -3.88709 -0.40388 3.01900 -2.16 -0.84 0.20
C -3.75854 0.87705 3.20974 0.75 3.33 0.62
O -2.72836 1.55498 3.04250 -0.98 -1.65 0.11
O -4.91029 1.40291 3.62170 0.05 -1.90 -0.54
C -4.95643 2.60975 4.36621 0.21 0.72 0.29
H -2.20037 -3.21743 2.29010 0.20 -0.11 0.36
H -3.78949 -2.72398 1.75724 -0.22 -0.15 0.13
H -3.56704 -3.08502 3.50138 0.10 -0.44 -0.28
H -2.23737 -0.74647 2.03141 0.58 -0.44 0.02
H -2.18570 -1.06999 3.78569 0.25 -0.26 -0.03
H -4.61593 3.41582 3.71630 0.14 0.16 0.43
H -4.39643 2.47849 5.29210 0.43 0.24 -0.25
H -5.97507 2.80367 4.70220 -0.10 -0.34 -0.57
C -1.65609 3.38686 7.42411 -0.85 -1.16 -0.13
C -0.22525 3.14607 7.11032 1.89 1.79 1.18
O 0.23141 1.82769 6.90873 -0.79 -1.74 -2.95
C 0.26346 1.31253 5.61742 0.87 1.58 0.69
O 0.26291 1.99706 4.59544 -0.32 -2.02 1.30
O 0.44858 -0.01645 5.77570 -0.04 -0.02 0.91
C 0.56039 -0.91937 4.69121 -0.62 0.85 -0.64
H -1.78195 4.43915 7.67894 -0.06 -0.20 0.13
H -1.89831 2.70784 8.24165 -0.48 0.38 0.16
H -2.28011 3.12616 6.56929 -0.18 0.14 -0.15
H 0.27339 3.32677 8.06259 0.19 0.34 0.26
H 0.17374 3.92333 6.45856 0.14 -0.66 -0.74
H 1.53568 -0.80425 4.21830 -0.34 0.25 -0.50
H -0.34881 -0.76083 4.11126 0.57 0.34 -1.02
H 0.43435 -1.97784 4.91891 0.21 0.14 1.39
```
Positions in Å, forces in eV/Å.

Calculated values
**LUMO**: -0.6148 Ha
**Net charge**: +4
**HOMO level**: -18.51 eV

Entry 2:
The following is a DFT calculation (wB97M-V/def2-TZVPD) of a cluster of 10 separate species, C24H48Br16O4S2 in total.

The geometry in XYZ format:
```
94
Properties=species:S:1:pos:R:3:forces:R:3
O -5.52355 0.78265 -0.13821 0.27 -0.36 0.75
S -5.08659 0.23844 1.14088 -0.80 -0.10 1.06
O -3.63763 -0.05424 1.30845 -2.50 0.21 -0.07
C -5.80822 1.22142 2.58754 0.26 -1.39 -0.68
C -7.27046 0.68992 2.76350 0.51 2.39 0.89
C -7.38260 -0.79713 2.61677 0.30 -0.38 -1.35
C -6.25254 -1.22472 1.65636 1.37 -0.20 0.10
H -5.64884 2.29408 2.47759 -0.29 -0.21 -0.21
H -5.15323 0.84918 3.37527 -0.06 0.11 0.31
H -7.59279 0.98609 3.76174 0.15 0.00 0.23
H -7.93845 1.29558 2.15106 0.06 -0.42 -0.56
H -8.34169 -1.09248 2.19132 -0.02 0.23 -0.12
H -7.34773 -1.33214 3.56579 0.48 0.16 0.01
H -6.59299 -1.73672 0.75632 0.22 0.16 0.01
H -5.55073 -1.83860 2.22092 0.07 -0.30 -0.36
O 6.35549 1.16638 2.60930 -2.30 2.25 -2.51
S 5.57818 2.00455 1.60717 -0.65 -2.75 2.67
O 6.21608 2.27401 0.34120 -0.08 0.72 0.22
C 3.84340 1.33919 1.14988 -0.37 1.27 0.67
C 2.86502 2.57898 1.22769 0.47 0.77 -1.33
C 3.59075 3.90936 1.67474 0.53 -1.55 0.92
C 4.82443 3.47135 2.49782 0.52 0.15 -1.10
H 3.45230 0.62310 1.87264 0.67 -0.22 0.05
H 3.91101 0.87886 0.16416 0.13 0.14 0.11
H 2.40272 2.84069 0.27591 0.45 -0.38 -0.60
H 1.93605 2.40687 1.77128 0.58 -0.33 0.86
H 2.87434 4.45019 2.29309 0.31 0.30 -0.02
H 3.97455 4.54307 0.87522 -0.48 -0.22 -0.26
H 4.59159 3.15512 3.51462 0.20 -0.18 -0.14
H 5.61325 4.22300 2.46747 -0.02 0.03 0.36
Br 0.14992 -1.96082 -5.20947 0.22 1.20 -0.50
C 0.85842 -0.12458 -5.62346 0.20 0.52 -0.16
C 2.25312 -0.23954 -6.20379 -0.17 0.07 0.52
Br 3.10922 1.55437 -6.35585 -0.51 -0.74 0.13
H 0.93810 0.42625 -4.68625 -0.30 -0.36 0.10
H 0.19677 0.42968 -6.28912 -0.32 -0.51 0.07
H 2.27417 -0.66850 -7.20562 0.17 -0.10 0.33
H 2.79226 -0.78913 -5.43218 0.61 -0.06 -0.61
Br 2.10909 -0.78087 -2.31421 0.05 0.12 0.71
C 0.38322 -1.16420 -1.45924 -0.66 0.95 -0.60
C -0.23142 0.10023 -0.80531 0.63 0.03 -0.60
Br -0.69102 1.40203 -2.28919 0.18 -0.61 1.17
H 0.46580 -2.05768 -0.84040 0.16 0.35 0.27
H -0.19060 -1.41256 -2.35206 -0.18 -0.08 0.37
H 0.44263 0.62922 -0.13157 0.38 0.02 -0.43
H -1.11722 -0.03577 -0.18486 -0.35 -0.46 -0.56
Br -2.42421 -2.91764 -2.54879 0.03 -0.42 0.18
C -3.61546 -1.40249 -2.38371 -0.19 0.71 -0.08
C -3.41826 -0.56822 -3.60987 -0.03 0.36 -0.94
Br -4.40206 1.17513 -3.61813 0.33 -1.02 0.16
H -3.30565 -0.78575 -1.54006 -0.36 -0.53 0.39
H -4.61343 -1.83895 -2.34311 0.11 0.37 0.42
H -3.74039 -1.12670 -4.48876 0.03 0.32 -0.07
H -2.37069 -0.28218 -3.70405 -0.22 -0.02 -0.10
Br -2.32217 0.28442 6.76395 0.06 0.28 -0.60
C -2.04488 0.51806 4.82074 1.46 -0.51 0.13
C -0.56672 0.91724 4.53161 -0.81 0.57 0.24
Br -0.15931 0.52728 2.64685 -0.15 0.25 0.54
H -2.71487 1.28940 4.44092 0.02 -0.29 0.13
H -2.22862 -0.46667 4.39105 -0.29 0.26 0.00
H 0.22397 0.46858 5.13296 -0.47 -0.49 -0.06
H -0.47326 1.98965 4.70272 0.08 0.01 -0.38
Br 5.34684 -1.70204 -0.47993 0.58 0.24 -1.04
C 5.73872 -1.12193 -2.35191 -0.26 1.09 -0.57
C 6.75246 0.04503 -2.43295 -0.05 -0.24 0.11
Br 7.00507 0.74573 -4.35923 -0.38 -0.81 1.71
H 4.78626 -0.72079 -2.69833 -0.02 -0.06 0.16
H 5.91775 -1.97457 -3.00694 0.49 -0.04 0.55
H 7.74111 -0.18624 -2.03648 -0.02 -0.23 -0.47
H 6.40123 0.87998 -1.82665 -0.14 0.11 -0.39
Br -3.01042 3.36244 2.25003 0.18 0.17 -0.36
C -2.36076 3.60110 0.42194 0.11 0.41 -1.09
C -3.48424 3.47832 -0.61095 -0.11 0.34 0.23
Br -2.96726 4.45971 -2.29339 -0.18 -0.80 0.92
H -1.55763 2.88679 0.24066 -0.24 -0.13 0.18
H -1.92977 4.59481 0.29982 -0.07 0.00 0.61
H -4.38080 4.01391 -0.29885 0.19 0.01 0.06
H -3.77087 2.44085 -0.78299 0.22 0.15 -0.55
Br 1.04818 -5.11063 -0.92461 0.07 0.55 -1.44
C 1.57413 -4.29890 -2.72125 0.58 0.00 0.44
C 3.12004 -4.38782 -2.74204 0.14 0.02 -0.18
Br 3.97278 -3.58037 -4.31606 -0.46 0.10 -0.21
H 1.14684 -3.29913 -2.79867 0.63 0.17 0.79
H 1.03409 -4.73844 -3.55986 0.43 -1.07 0.30
H 3.56757 -5.38095 -2.78120 -0.81 -0.20 0.07
H 3.64411 -3.90089 -1.91963 -0.68 0.26 0.14
Br 2.30288 -2.15316 1.51891 -0.12 -0.71 0.69
C 1.98647 -3.29769 3.12900 -0.68 1.34 0.83
C 1.01381 -2.53685 4.10751 1.03 -1.09 -0.16
Br 0.98011 -3.65288 5.78337 -0.31 0.46 -0.84
H 2.95527 -3.44777 3.60546 -0.11 0.11 -0.21
H 1.56612 -4.26071 2.83917 0.01 0.29 -0.24
H 0.02156 -2.41423 3.67336 0.03 -0.28 0.30
H 1.37075 -1.57802 4.48346 0.21 -0.19 -0.42
```
Positions in Å, forces in eV/Å.

Calculated values
**LUMO**: -0.0042 Ha
**Net charge**: 0
**Energy relative to the best compared isomer or geometry (same formula, charge and spin)**: 60.78 kcal/mol
**HOMO level**: -9.90 eV

Entry 3:
The following is a DFT calculation (wB97M-V/def2-TZVPD) of a cluster of 8 separate species, C24H48Br4O8 in total.

The geometry in XYZ format:
```
84
Properties=species:S:1:pos:R:3:forces:R:3
C 3.48738 -0.71943 -1.40266 0.62 -0.06 -0.09
C 3.16203 -1.67698 -2.53826 -0.91 -0.22 -0.71
O 3.04858 -1.21088 -3.67032 0.13 -1.16 1.51
C 2.90733 -3.17129 -2.17978 0.05 0.01 0.60
H 4.57335 -0.62876 -1.42602 0.33 0.09 -0.28
H 3.30922 -1.18031 -0.43109 -0.63 0.04 -0.09
H 3.07282 0.27473 -1.56962 -0.17 -0.25 0.07
H 1.89180 -3.48828 -2.41711 -0.11 0.49 -0.51
H 2.98894 -3.28156 -1.09845 0.15 0.37 0.03
H 3.59113 -3.90398 -2.60836 0.19 0.51 -0.55
C 0.45239 1.69882 3.24543 0.55 0.03 1.76
C -0.00331 2.01574 4.70293 -1.45 -0.09 -0.39
O -1.14009 1.73807 5.04207 0.49 -0.08 -0.72
C 0.86697 2.66530 5.71913 0.64 -0.05 -0.42
H 0.54632 0.61312 3.22238 -0.90 -0.15 -0.39
H 1.48871 1.96961 3.04338 -0.17 0.77 -0.06
H -0.27486 2.17214 2.58575 0.17 -0.48 -0.24
H 1.86702 2.78208 5.30156 0.20 0.03 0.53
H 0.80771 2.02983 6.60274 0.38 0.14 0.07
H 0.46617 3.64300 5.98664 -0.04 -0.02 -0.08
C 0.36124 -0.46395 0.61747 0.15 0.86 -0.70
C -0.14774 -1.37496 -0.43786 0.56 -1.01 -0.66
O 0.04647 -1.20837 -1.64549 0.02 0.01 1.21
C -0.74218 -2.64724 0.10165 -0.51 0.32 -0.60
H -0.50513 0.03370 1.05318 0.05 0.05 0.20
H 0.98374 0.27251 0.10931 0.04 0.28 0.30
H 0.93300 -0.98775 1.38351 -0.14 -0.12 0.00
H -1.32125 -2.50128 1.01350 0.01 0.10 -0.03
H 0.11141 -3.27127 0.36633 0.01 -0.26 -0.05
H -1.35654 -3.09308 -0.68058 0.09 -0.31 0.18
C -5.21375 0.25450 -1.89854 0.59 -0.55 -0.22
C -4.39131 -1.00404 -2.23913 -2.07 -1.17 0.40
O -4.90898 -2.10462 -2.02929 1.18 1.45 -0.23
C -3.05652 -0.85836 -2.88530 0.42 0.27 -0.37
H -4.72739 1.15672 -2.26942 -0.18 0.04 0.09
H -5.32998 0.30868 -0.81611 0.14 0.08 0.04
H -6.21633 0.13261 -2.30850 0.09 0.04 -0.10
H -3.10099 -1.07387 -3.95286 -0.50 -0.26 0.02
H -2.32430 -1.56290 -2.49084 -0.04 0.17 0.19
H -2.70347 0.17244 -2.85531 0.22 -0.14 0.42
O 3.33604 -2.27098 1.85583 0.88 1.67 1.03
C 4.28644 -2.12212 2.63371 -0.44 -2.98 -1.47
O 4.68436 -1.07127 3.30076 0.09 0.31 0.63
C 3.89055 0.09472 3.37224 -0.21 2.21 -1.68
C 4.21551 1.05480 2.14879 -0.65 -0.94 0.23
C 5.18158 -3.35552 2.88858 -1.05 1.03 0.64
H 4.16941 0.68651 4.24409 0.25 -0.60 0.23
H 2.83235 -0.14605 3.47394 0.05 -0.17 -0.30
H 5.27778 1.29904 2.14220 -0.13 0.20 0.19
H 3.58408 1.94278 2.11891 0.26 0.23 0.66
H 3.98416 0.63603 1.16940 0.06 -0.66 0.08
H 4.49297 -4.19828 2.94925 0.19 -0.08 -0.43
H 5.61976 -3.26904 3.88287 0.57 0.04 -0.35
H 5.88361 -3.44116 2.05917 0.12 -0.20 0.31
O -2.41097 1.52548 -0.48225 0.47 -0.98 -0.74
C -2.15472 2.69544 -0.42808 -0.05 -0.54 0.66
O -1.34337 3.39036 -1.23748 0.12 -0.39 -0.06
C -0.64432 2.72895 -2.27136 0.95 -1.49 -1.34
C -1.35405 2.84872 -3.62938 0.77 1.51 0.09
C -2.74101 3.59309 0.55582 -0.75 1.51 0.30
H -0.35199 1.69170 -2.10774 -0.93 -0.42 0.83
H 0.36113 3.14978 -2.26260 -0.21 0.82 -0.46
H -0.77161 2.60287 -4.51731 0.47 -0.52 0.43
H -1.40144 3.93329 -3.72708 -0.94 0.15 -0.29
H -2.31675 2.35703 -3.76924 -0.01 0.15 0.58
H -3.54213 4.04299 -0.03062 -0.08 0.66 -0.01
H -2.00656 4.36025 0.80106 -0.35 0.13 0.22
H -3.29457 3.20259 1.40974 0.68 -0.53 -0.11
Br -1.60943 0.08033 -5.88373 0.42 0.18 -0.26
C -0.10982 -1.05748 -6.34314 0.11 -0.76 0.02
C -0.03591 -2.16047 -5.28602 0.15 -0.41 -0.38
Br 1.34071 -3.48816 -5.85968 -0.11 0.52 0.41
H 0.83769 -0.53167 -6.46072 -0.25 0.37 0.46
H -0.32138 -1.44259 -7.34065 -0.19 -0.25 0.26
H -0.94827 -2.74880 -5.18822 0.02 0.17 -0.28
H 0.25171 -1.86582 -4.27679 0.04 0.36 -0.25
Br -2.51117 -1.54033 3.66939 -0.10 0.19 -0.24
C -3.43175 -0.09880 2.69561 0.15 0.67 0.56
C -4.14093 0.78856 3.74668 -0.22 -0.06 -0.49
Br -5.34886 2.11005 2.81745 0.52 -0.86 0.53
H -4.06513 -0.55930 1.93741 -0.25 0.02 0.46
H -2.65283 0.43912 2.15520 -0.08 0.11 0.19
H -3.49147 1.39433 4.37862 0.32 -0.11 -0.54
H -4.72925 0.19887 4.44970 -0.36 0.01 -0.47
```
Positions in Å, forces in eV/Å.

Calculated values
**LUMO (alpha / beta)**: -0.1678 / -0.3146 Ha
**Multiplicity**: 2
**Net charge**: +1
**HOMO level (alpha / beta)**: -11.03 / -11.03 eV

Q: Which value of net charge does entry 3 give?
A: +1

Q: Among the records above, which one has the highest net charge?
A: C24H48AlK4O22P

Q: Which value of net charge does entry 1 give?
A: +4